(1)
ORCA calculation (ωB97M-V/def2-TZVPD) on the molecule C9H15N3O6.

Orbital gap ... 0.365 Ha
ΔE to the lowest compared entry with this formula, charge and spin ... 92.81 kcal per mole
Electronic energy ... -26330.3546 eV
SMILES ... NC(=O)CC[C@H](N)C(=O)N[C@@H](CC(=O)O)C(=O)O

Geometry as ORCA input:
```
! RIJCOSX wB97M-V def2-TZVPD def2/J DEFGRID3
* xyz 0 1
C 1.8317 1.1122 -0.1974
C 0.4745 0.7565 0.2255
C 2.9922 0.1740 0.3310
C 2.8522 -1.3009 -0.2023
C 1.4924 -1.9324 -0.1048
C -1.7978 0.5677 -0.5482
C -2.3603 1.7220 0.2322
C -2.1189 -0.8193 0.0399
C -3.6104 -1.0928 0.0976
H 2.2407 2.6151 1.1827
H 3.0221 2.7776 -0.1848
H 1.9929 0.8647 -1.2336
H 2.9025 0.0715 1.5049
H 3.9931 0.5596 -0.2030
H 3.5649 -1.9415 0.2565
H 2.9714 -1.2821 -1.3651
H 1.2279 -2.6264 1.9729
H -0.1059 -2.5994 0.8887
H -0.1609 1.0089 -1.7880
H -2.3054 0.5616 -1.4967
H -1.9429 -0.8529 1.1479
H -1.5154 -1.6899 -0.4539
H -4.9187 -1.1395 -1.2201
H -0.8498 2.5195 -0.4740
N 2.1279 2.5560 0.1452
N 1.0168 -2.6909 0.9372
N -0.5216 0.9113 -0.7396
O 0.1573 0.6329 1.4246
O 0.7140 -1.6338 -1.0510
O -3.2173 1.6401 1.1089
O -4.2661 -1.7566 0.9456
O -4.1063 -0.5799 -1.0925
O -1.7768 2.8870 -0.0864
*
```



(2)
ORCA calculation (ωB97M-V/def2-TZVPD) on a cluster of 2 separate species, C4H7ClN2 in total.

Orbital gap ... 0.374 Ha
ΔE to the lowest compared entry with this formula, charge and spin ... 0.00 kcal per mole
Electronic energy ... -19764.7330 eV
SMILES ... C/C=C(/C)Cl.N#N

Geometry as ORCA input:
```
! RIJCOSX wB97M-V def2-TZVPD def2/J DEFGRID3
* xyz 0 1
C -0.0253 0.2378 -0.4681
C -0.3654 -0.5072 0.5749
C -0.9249 1.1022 -1.2831
C 0.5881 -1.2999 1.4071
N 0.2301 2.3281 1.5794
N 0.4078 1.9318 2.5884
Cl -2.0119 -0.5629 1.1415
H 1.0195 0.2313 -0.7509
H -1.9695 0.8980 -1.0649
H -0.7496 0.9410 -2.3452
H -0.7214 2.1497 -1.0600
H 0.9025 -0.7091 2.2697
H 1.4705 -1.5519 0.8246
H 0.1203 -2.2103 1.7750
*
```



(3)
ORCA calculation (ωB97M-V/def2-TZVPD) on the ion C8H12NO with charge +1.

Orbital gap (spin up / spin down) ... 0.254 / 0.254 Ha
ΔE to the lowest compared entry with this formula, charge and spin ... 100.71 kcal per mole
Electronic energy ... -12016.1808 eV

Geometry as ORCA input:
```
! RIJCOSX wB97M-V def2-TZVPD def2/J DEFGRID3
* xyz 1 1
C -0.5607 -1.2470 -1.6588
C -0.2588 -1.8303 -0.5168
C -0.3564 0.9360 -1.2918
C 1.3449 0.4822 -0.0299
C -0.1171 -1.1453 0.8777
C 0.1146 0.3198 0.8994
C 2.7411 0.3730 0.3561
C -2.2480 1.0943 0.3383
N -0.8521 0.9564 0.0252
O 1.0170 0.8244 -1.2091
H -0.6497 -2.7835 -0.3073
H -0.6153 1.5860 -2.1272
H -0.9607 -1.3415 1.5420
H 0.6288 -1.7774 1.4454
H 0.2784 0.7865 1.8427
H 3.3510 0.2385 -0.5951
H 2.8564 -0.6516 0.7943
H 3.0779 1.0722 1.0552
H -2.8159 0.1279 0.1662
H -2.5144 1.3688 1.4091
H -2.6982 1.9215 -0.3225
H -0.7627 -1.3109 -2.6931
*
```



(4)
ORCA calculation (ωB97M-V/def2-TZVPD) on a cluster of 9 separate species, C3H23NO9 in total.

Orbital gap ... 0.365 Ha
ΔE to the lowest compared entry with this formula, charge and spin ... 2.60 kcal per mole
Electronic energy ... -23402.1891 eV
SMILES ... CNCC=O.O.O.O.O.O.O.O.O

Geometry as ORCA input:
```
! RIJCOSX wB97M-V def2-TZVPD def2/J DEFGRID3
* xyz 0 1
C -2.2255 0.1903 0.4416
N -1.0032 -0.6587 0.5711
C 0.0595 -0.2352 -0.3623
C 0.9335 -1.4643 -0.5726
O 0.7525 -2.1699 -1.5460
H -2.9798 -0.2411 1.1055
H -2.0679 1.2549 0.7698
H -2.5507 0.2106 -0.6308
H -0.6711 -0.5942 1.4933
H 0.6640 0.5651 0.0511
H -0.4031 0.0888 -1.3148
H 1.7399 -1.6812 0.1798
H -1.9493 -1.4371 -1.7904
H -0.6629 -1.8422 -2.5011
O -1.5541 -1.4028 -2.6724
H 1.3286 -0.2008 2.6493
H 0.4559 -1.0737 3.4481
O 0.5631 -0.1480 3.1576
H 1.3757 2.4996 -0.1464
H 0.9498 2.5354 1.2784
O 1.7339 2.4937 0.7495
H 0.0920 1.9572 -2.1949
H 1.4899 2.6321 -2.4682
O 0.8208 2.5126 -1.7914
H 2.3412 0.9752 1.1265
H 3.4666 0.2803 1.8338
O 2.6253 0.0985 1.4725
H -1.7264 1.5772 -3.6745
H -1.1445 0.1830 -3.0891
O -0.9137 1.1259 -3.3094
H -0.3502 2.7890 3.1453
H -0.2104 1.3374 2.5977
O -0.3972 2.2214 2.3372
H -1.3738 -2.7502 0.8642
H -1.3565 -4.1005 0.2442
O -1.3857 -3.6437 1.1005
*
```



(5)
ORCA calculation (ωB97M-V/def2-TZVPD) on the molecule C20H33N3O4S.

Orbital gap ... 0.341 Ha
ΔE to the lowest compared entry with this formula, charge and spin ... 4.90 kcal per mole
Electronic energy ... -44772.7596 eV
SMILES ... CCNS(=O)(=O)CC(=O)N(C)C[C@H](C)NC(=O)C[C@H](C)c1ccc(CC)cc1

Geometry as ORCA input:
```
! RIJCOSX wB97M-V def2-TZVPD def2/J DEFGRID3
* xyz 0 1
C -0.3064 1.1089 4.4627
C -1.6283 0.5503 3.9614
N -2.3902 1.4968 3.1366
S -2.1240 1.6463 1.5384
O -2.5062 2.9799 1.1752
O -0.8112 1.1440 1.2164
C -3.2932 0.5288 0.7674
C -2.8158 -0.9120 0.8432
O -3.1272 -1.5775 1.8202
N -2.0302 -1.3846 -0.1556
C -1.5708 -0.6436 -1.3212
C -1.6002 -2.7740 -0.1001
C -0.1057 -2.9852 0.2500
C 0.0422 -4.1745 1.1937
N 0.4826 -1.7854 0.8225
C 1.8227 -1.5909 0.7844
O 2.5937 -2.4258 0.3338
C 2.3157 -0.2670 1.3241
C 3.1148 0.5150 0.2720
C 3.6849 1.7860 0.9026
C 2.3077 0.7965 -0.9828
C 1.4265 1.8719 -1.0702
C 0.7667 2.1587 -2.2567
C 0.9620 1.3806 -3.3943
C 0.2803 1.7257 -4.6955
C -1.1102 1.1065 -4.8297
C 1.8031 0.2771 -3.2932
C 2.4628 -0.0130 -2.1058
H 0.2070 0.3690 5.0775
H 0.3426 1.3742 3.6286
H -0.4654 2.0003 5.0728
H -1.4795 -0.3543 3.3745
H -2.2717 0.2684 4.7958
H -2.6602 2.3776 3.5542
H -4.2173 0.6150 1.3316
H -3.4494 0.9029 -0.2407
H -1.8030 0.4125 -1.2563
H -0.4861 -0.7194 -1.4112
H -2.0260 -1.0558 -2.2248
H -2.2216 -3.2765 0.6365
H -1.8027 -3.2309 -1.0724
H 0.4561 -3.2067 -0.6609
H -0.4271 -5.0628 0.7655
H 1.0957 -4.3907 1.3634
H -0.4411 -3.9599 2.1488
H -0.1090 -1.0179 1.1044
H 1.4914 0.3401 1.7019
H 2.9777 -0.4971 2.1629
H 3.9526 -0.1205 -0.0249
H 4.2276 2.3790 0.1656
H 2.8990 2.4136 1.3270
H 4.3730 1.5311 1.7104
H 1.2632 2.5107 -0.2114
H 0.1106 3.0212 -2.3049
H 0.2029 2.8122 -4.7805
H 0.9064 1.3942 -5.5270
H -1.5735 1.3808 -5.7784
H -1.0551 0.0176 -4.7847
H -1.7661 1.4449 -4.0254
H 1.9711 -0.3479 -4.1634
H 3.1315 -0.8644 -2.0539
*
```



| no. | largest force on an atom (eV Å⁻¹) |
| --- | --- |
| 1 | 8.6 |
| 2 | 1.5 |
| 3 | 4.7 |
| 4 | 3.5 |
| 5 | 0.2 |